130
Properties=species:S:1:pos:R:3:forces:R:3:lowdin_charge:R:1 method="wB97M-V/def2-TZVPD" lumo_energy_ha=0.03443 homo_lumo_gap_ev=5.74 homo_ha=-0.1767 total_charge=-1
C -2.741093 -1.173713 3.448181 0.36 1.01 0.66 -0.1542
C -1.323085 -0.693719 2.953699 0.62 -0.69 0.53 -0.3939
C -0.759545 -1.521228 1.710444 0.01 0.23 0.98 -0.4095
Nb -0.930307 -0.502656 -0.304324 -2.96 2.00 1.61 1.5068
Br -3.082540 0.801056 0.567621 0.81 -0.49 -0.57 0.1296
C 0.314378 1.196737 0.621375 -0.05 -0.10 -0.01 -0.4345
N 1.415625 1.730743 -0.223098 0.84 -0.06 0.74 -0.0960
C -1.236405 0.604013 -2.255883 -0.18 -0.02 -0.58 -0.3879
C -0.101302 0.601952 -3.343267 -1.03 2.11 -0.73 -0.2829
C 0.132476 2.121467 -3.805167 1.30 -1.35 -0.36 -0.3745
C 1.437827 2.058668 -4.727728 -0.63 -0.46 0.86 -0.0898
C -1.100577 2.748381 -4.535823 0.34 0.64 -0.49 -0.1730
C -1.921997 3.815000 -3.711380 1.14 -0.79 0.29 -0.1820
C -1.090892 4.860241 -2.898848 -0.04 0.19 0.01 -0.1041
C -0.230052 5.833242 -3.402679 0.42 0.25 -0.06 -0.2932
C 1.182799 5.504992 -4.031271 -1.79 -0.27 -1.34 -0.0646
C -0.564148 7.370074 -3.349969 2.04 -0.79 2.10 -0.0755
C -2.209025 -2.207460 -1.200616 -0.14 -1.93 0.03 -0.3049
C -3.184169 -2.888136 -0.222642 -1.75 -1.29 1.51 -0.2549
C -4.508149 -2.315391 0.084466 0.48 -0.97 0.10 -0.1085
C -5.472404 -2.932013 0.956473 1.36 -1.06 0.00 -0.1117
C -5.164982 -4.182374 1.622615 1.56 0.59 -1.18 -0.1146
C -3.885207 -4.798023 1.355093 -0.60 1.87 -0.90 -0.0696
C -2.928198 -4.181948 0.442260 -0.49 -0.09 0.11 -0.2080
C -1.589985 -4.972459 0.243647 -0.38 1.03 0.76 -0.0983
P 1.137491 -1.810868 -1.094179 1.34 -1.85 -0.31 0.1693
O 0.880425 -2.396100 -2.680161 0.99 1.22 0.93 -0.3427
O 2.597350 -0.951996 -1.118861 -0.81 -0.32 -1.54 -0.3695
S 1.508483 -3.434948 -0.055277 -0.12 0.44 -0.16 0.2167
H -3.411375 -1.554517 2.643849 0.61 0.16 0.58 0.0368
H -2.591561 -1.911421 4.285191 -0.30 0.35 -1.07 0.0700
H -3.238353 -0.287721 3.937355 0.22 -0.85 -0.52 0.0637
H -0.613866 -0.910256 3.808450 -0.66 0.30 -0.70 0.0801
H -1.247092 0.418766 2.813681 -0.39 -1.04 -0.08 0.0436
H 0.349934 -1.619478 1.911982 -0.93 -0.01 -0.49 0.0031
H -1.174733 -2.557055 1.775789 0.29 0.71 -0.11 0.0249
H 0.665492 0.893280 1.647623 -0.04 0.35 -1.01 0.0290
H -0.412782 2.043470 0.799545 0.43 -0.96 -0.19 0.0171
H 1.429302 1.372705 -1.175722 -0.23 -0.08 0.33 -0.0066
H 2.289317 1.398190 0.197515 -0.29 0.26 -0.47 0.0387
H -1.502878 1.672349 -2.007401 0.36 -0.98 -0.05 0.0229
H -2.171789 0.181556 -2.723695 0.79 0.42 0.52 0.0400
H -0.491312 0.086123 -4.265434 0.80 0.00 0.89 0.1120
H 0.914953 0.254327 -3.042469 -0.85 -0.15 -0.11 0.0426
H 0.461345 2.656027 -2.875423 -0.72 0.00 -0.75 0.1156
H 2.247101 1.655477 -4.052920 -0.52 0.46 -0.84 0.0669
H 1.747443 3.053498 -5.117817 -0.23 -0.84 0.07 0.0449
H 1.263916 1.299087 -5.540860 0.27 0.91 0.53 0.0830
H -1.778045 1.955563 -4.955224 0.55 0.57 0.55 0.1150
H -0.696455 3.289860 -5.442413 -0.37 -0.47 0.80 0.1032
H -2.614669 3.307288 -2.997758 0.61 0.34 -0.48 0.0947
H -2.571231 4.413031 -4.410441 0.65 -0.56 0.61 0.1076
H -1.228659 4.843823 -1.781201 -1.43 1.13 -1.18 0.1130
H 1.644602 4.648439 -3.490013 -0.33 0.84 -0.28 0.0662
H 0.997396 5.154711 -5.086090 0.68 0.40 0.64 0.0679
H 1.846591 6.409147 -4.028854 -0.70 -0.82 -0.01 0.0708
H -0.569499 7.781253 -4.386972 -0.32 -0.54 0.68 0.0824
H -1.483433 7.590990 -2.762783 0.54 -0.18 -0.71 0.0730
H 0.318172 7.854469 -2.831100 -0.95 0.08 -0.51 0.0520
H -1.513805 -3.011678 -1.586343 -0.68 0.74 0.26 0.0206
H -2.800685 -1.880623 -2.095565 0.58 0.09 0.79 0.0519
H -4.788534 -1.357540 -0.409560 0.30 -0.85 0.47 0.0621
H -6.465811 -2.473810 1.133001 0.84 -0.17 -0.24 0.0885
H -5.871619 -4.685394 2.315358 0.44 0.56 -0.59 0.0649
H -3.615864 -5.756126 1.847682 -0.19 0.75 -0.45 0.0919
H -0.891052 -4.560762 1.024741 -0.34 -0.43 -1.00 0.0366
H -1.138759 -4.794036 -0.763544 -0.33 -0.34 0.95 0.0487
H -1.697648 -6.058667 0.480214 -0.14 0.81 -0.44 0.0708
H 1.416130 -1.894758 -3.319827 -0.50 -0.11 0.08 0.0365
H 3.115033 -1.330279 -1.859917 0.01 0.11 0.64 0.0350
N 3.065828 -1.217199 4.436887 0.06 0.07 0.08 0.0129
C 2.311012 -0.132307 4.787693 -0.04 0.02 -0.12 -0.1426
C 2.317391 -0.035935 6.155300 -0.02 0.09 -0.06 -0.1164
C 3.112885 -1.102575 6.649027 0.09 -0.10 0.01 -0.1239
C 3.562448 -1.811966 5.564554 0.02 -0.06 -0.04 -0.1493
H 3.230265 -1.529338 3.494577 -0.10 0.00 0.06 0.1453
H 1.834722 0.474646 4.034192 -0.03 -0.04 0.06 0.1006
H 1.808577 0.716792 6.736598 0.01 -0.04 -0.04 0.0870
H 3.330976 -1.324522 7.682047 -0.01 0.00 -0.05 0.0836
H 4.189537 -2.686327 5.498084 -0.05 0.03 0.03 0.1012
N -6.743187 -7.321021 3.830044 0.02 -0.13 0.00 0.0088
C -7.209007 -8.209630 4.761181 -0.05 0.07 0.03 -0.1396
C -7.052619 -9.473205 4.253376 -0.06 0.01 0.13 -0.1165
C -6.464651 -9.341983 2.968194 0.05 0.04 -0.07 -0.1161
C -6.283437 -8.002663 2.736981 0.02 0.09 -0.09 -0.1364
H -6.738574 -6.321050 3.933527 0.04 -0.08 -0.02 0.1347
H -7.611136 -7.866411 5.700611 0.02 -0.05 -0.04 0.1037
H -7.328568 -10.390203 4.749397 0.00 0.07 0.00 0.0651
H -6.203398 -10.139419 2.289923 -0.01 0.06 0.01 0.0863
H -5.869400 -7.476450 1.891265 -0.02 -0.03 0.03 0.1026
N 4.124607 9.128596 -1.154995 -0.04 0.03 0.01 -0.0016
C 3.503184 7.930916 -1.387374 0.05 -0.05 -0.03 -0.1371
C 2.358441 7.895454 -0.634364 0.01 -0.11 -0.10 -0.1129
C 2.281571 9.120926 0.076220 0.03 0.15 0.04 -0.1098
C 3.382667 9.861866 -0.267152 0.07 0.05 0.02 -0.1552
H 4.990384 9.424275 -1.571894 -0.11 -0.05 -0.05 0.1258
H 3.929416 7.209243 -2.065466 -0.04 0.00 0.06 0.1069
H 1.652764 7.079914 -0.598318 0.05 0.02 -0.01 0.0966
H 1.505912 9.424933 0.761284 0.04 -0.02 -0.04 0.0907
H 3.702619 10.844027 0.043092 -0.05 -0.04 0.01 0.0973
N -5.354589 -14.173267 4.750573 -0.11 -0.01 0.03 0.0012
C -5.884928 -15.081515 5.626888 0.07 -0.06 0.02 -0.1494
C -6.974987 -14.503974 6.224599 0.03 -0.13 0.01 -0.1173
C -7.110977 -13.198687 5.684105 0.03 0.10 -0.09 -0.1148
C -6.098801 -13.025255 4.775966 0.06 0.06 -0.06 -0.1367
H -4.544218 -14.325894 4.176557 -0.08 0.03 0.05 0.1441
H -5.440914 -16.056185 5.749454 -0.04 0.05 0.02 0.1021
H -7.605933 -14.967117 6.966822 0.03 0.02 -0.04 0.0873
H -7.866276 -12.469929 5.933007 0.04 -0.04 -0.01 0.0847
H -5.843318 -12.186682 4.148247 -0.02 -0.01 0.07 0.0942
N 6.901635 11.690562 -2.161862 -0.04 -0.08 -0.09 -0.0064
C 6.023982 12.256445 -3.049396 -0.10 0.05 0.06 -0.1470
C 6.685295 12.446206 -4.234166 -0.12 0.01 0.03 -0.1125
C 8.011504 11.971979 -4.058982 0.11 -0.06 0.07 -0.1137
C 8.114093 11.509852 -2.773059 0.08 -0.02 0.06 -0.1437
H 6.688915 11.445482 -1.210433 0.06 0.08 -0.06 0.1375
H 5.008657 12.475072 -2.759533 0.04 0.00 -0.04 0.1058
H 6.263962 12.876614 -5.128766 0.01 -0.03 0.05 0.0906
H 8.800896 11.969598 -4.793886 -0.04 -0.01 0.04 0.0898
H 8.941834 11.070462 -2.240302 -0.03 0.03 -0.05 0.1049
N 6.091469 -0.140844 -1.667366 0.06 -0.04 -0.06 0.0113
C 5.692464 0.079888 -2.957627 -0.10 0.00 0.06 -0.1444
C 6.814963 0.155149 -3.741445 -0.13 -0.01 -0.08 -0.1155
C 7.935032 -0.033325 -2.892492 0.10 -0.02 0.11 -0.1201
C 7.456503 -0.216221 -1.620444 -0.03 0.02 0.09 -0.1431
H 5.475806 -0.234515 -0.876515 0.00 0.00 -0.09 0.1410
H 4.646302 0.165721 -3.205823 0.06 0.07 -0.01 0.0944
H 6.829850 0.325302 -4.806476 -0.02 -0.01 0.05 0.0881
H 8.974328 -0.035389 -3.181420 -0.05 0.00 0.02 0.0863
H 7.968211 -0.391761 -0.688046 -0.01 0.01 -0.06 0.1041